Record 1
{"formula": "C17H29PdS4", "method": "ωB97M-V/def2-TZVPD", "charge": 1, "s2": 6.02, "lumo_energy_ev": [-3.953, -6.541], "multiplicity": 5, "species": ["Pd", "C", "C", "C", "C", "C", "C", "C", "C", "C", "C", "C", "C", "C", "C", "C", "C", "C", "H", "H", "H", "H", "H", "H", "H", "H", "H", "H", "H", "H", "H", "H", "H", "H", "H", "H", "H", "H", "H", "H", "H", "H", "H", "H", "H", "H", "H", "S", "S", "S", "S"], "coordinates": [[0.567, 1.711, -0.473], [1.175, -0.534, -0.634], [0.544, -0.518, 0.628], [-0.850, -0.095, 0.385], [-0.971, 0.094, -1.023], [0.247, -0.210, -1.676], [0.503, -0.277, -3.156], [1.927, 0.187, -3.474], [-0.499, 0.588, -3.922], [0.335, -1.749, -3.574], [-2.028, 0.183, 1.311], [-3.305, 0.409, 0.487], [-2.313, -1.002, 2.244], [-1.794, 1.473, 2.119], [1.294, -0.996, 1.867], [0.897, -2.464, 2.116], [2.809, -0.977, 1.608], [1.056, -0.158, 3.126], [2.202, -0.810, -0.804], [-1.880, 0.374, -1.528], [2.092, 1.218, -3.150], [2.095, 0.143, -4.550], [2.678, -0.448, -3.000], [-0.424, 1.639, -3.629], [-1.527, 0.256, -3.767], [-0.295, 0.527, -4.990], [1.040, -2.392, -3.044], [0.524, -1.849, -4.644], [-0.676, -2.104, -3.371], [-3.551, -0.457, -0.130], [-3.232, 1.291, -0.152], [-4.138, 0.575, 1.171], [-2.464, -1.920, 1.674], [-3.231, -0.800, 2.798], [-1.527, -1.175, 2.972], [-1.742, 2.334, 1.448], [-0.886, 1.450, 2.713], [-2.638, 1.630, 2.794], [1.144, -3.080, 1.250], [-0.164, -2.583, 2.324], [1.455, -2.846, 2.972], [3.108, -1.685, 0.836], [3.325, -1.268, 2.523], [3.165, 0.017, 1.330], [0.036, -0.207, 3.492], [1.315, 0.891, 2.959], [1.701, -0.532, 3.922], [2.232, 2.822, 0.854], [1.478, 4.455, 1.560], [-0.192, 5.129, 0.241], [-0.616, 3.743, -1.033]]}


Record 2
{"formula": "C17H30AgF6O7", "method": "ωB97M-V/def2-TZVPD", "s2": 0.76, "lumo_energy_ev": [0.311, -1.961], "multiplicity": 2, "species": ["Ag", "C", "O", "O", "C", "F", "F", "F", "C", "C", "H", "H", "H", "H", "H", "H", "C", "O", "O", "C", "F", "F", "F", "C", "C", "H", "H", "H", "H", "H", "H", "C", "C", "O", "C", "H", "H", "H", "H", "H", "H", "C", "C", "O", "C", "H", "H", "H", "H", "H", "H", "C", "C", "O", "C", "H", "H", "H", "H", "H", "H"], "coordinates": [[0.173, -0.469, -0.234], [-1.805, -2.855, -0.669], [-0.588, -2.562, -1.297], [-1.751, -2.185, 0.592], [-3.011, -2.836, -1.704], [-4.046, -3.427, -1.126], [-3.367, -1.573, -2.117], [-2.800, -3.602, -2.814], [0.311, -3.640, -1.681], [1.720, -3.338, -1.283], [2.137, -2.423, -1.705], [1.835, -3.305, -0.199], [2.341, -4.152, -1.656], [0.277, -3.822, -2.755], [0.067, -4.549, -1.131], [-2.022, -3.835, -0.244], [-0.267, 1.007, 3.355], [-1.453, 0.561, 4.078], [-0.332, 0.076, 2.264], [-0.306, 2.571, 3.018], [-1.344, 2.788, 2.264], [-0.289, 3.349, 4.124], [0.854, 2.903, 2.454], [-1.526, 0.444, 5.473], [-3.038, 0.209, 5.668], [-3.402, -0.697, 5.183], [-3.091, 0.040, 6.743], [-3.670, 1.065, 5.435], [-1.335, 1.405, 5.951], [-0.930, -0.365, 5.893], [0.614, 0.797, 3.962], [4.120, -0.561, 1.922], [3.532, -0.210, 0.622], [2.386, -0.593, 0.316], [4.191, 0.612, -0.392], [3.454, -1.201, 2.499], [4.408, 0.356, 2.437], [4.982, -1.224, 1.843], [4.447, 1.621, -0.070], [3.555, 0.823, -1.252], [5.169, 0.213, -0.660], [2.233, -0.337, -4.450], [1.150, 0.267, -3.577], [1.232, 0.188, -2.361], [-0.076, 0.858, -4.285], [3.215, 0.115, -4.314], [1.919, 0.020, -5.431], [2.287, -1.421, -4.345], [-0.751, 1.318, -3.563], [-0.584, 0.098, -4.880], [0.307, 1.693, -4.871], [-3.339, 2.645, -0.685], [-1.860, 2.520, -1.016], [-1.369, 1.392, -0.988], [-1.045, 3.636, -1.536], [-3.584, 1.832, -0.002], [-3.952, 2.608, -1.586], [-3.663, 3.481, -0.065], [-0.041, 3.745, -1.125], [-1.509, 4.620, -1.489], [-0.770, 3.306, -2.538]]}


Record 3
{"formula": "C17H30BBr3CaCl9F12LiNO7P2V", "method": "ωB97M-V/def2-TZVPD", "lumo_energy_ev": -5.830, "multiplicity": 1, "species": ["C", "C", "C", "C", "C", "Br", "C", "C", "O", "B", "O", "C", "N", "O", "C", "O", "C", "C", "C", "O", "H", "H", "H", "H", "H", "H", "H", "H", "H", "H", "H", "H", "H", "H", "H", "H", "H", "H", "H", "H", "H", "H", "C", "Cl", "Cl", "H", "H", "Br", "C", "C", "Br", "H", "H", "H", "H", "Ca", "C", "Cl", "Cl", "H", "H", "C", "Cl", "Cl", "Cl", "Cl", "F", "P", "F", "F", "F", "F", "F", "Cl", "O", "V", "O", "F", "P", "F", "F", "F", "F", "F", "Li"], "coordinates": [[3.810, 0.747, -4.269], [2.579, 0.529, -3.415], [1.670, 1.743, -3.436], [0.464, 1.594, -2.471], [-0.717, 2.428, -2.981], [-2.241, 2.441, -1.749], [-1.205, 1.916, -4.335], [-2.279, 0.823, -4.311], [0.079, 0.277, -2.505], [0.141, -0.298, -1.211], [-1.080, -0.958, -0.705], [-1.324, -1.845, -1.611], [-1.286, -2.602, -2.487], [0.792, 0.657, -0.372], [1.045, 1.873, -1.045], [0.370, 2.854, -0.295], [1.199, 3.474, 0.647], [1.478, 2.655, 1.879], [0.229, 2.023, 2.448], [2.572, 1.782, 1.609], [4.372, 1.631, -3.983], [4.473, -0.099, -4.138], [3.563, 0.771, -5.321], [2.858, 0.274, -2.396], [2.065, -0.326, -3.832], [1.358, 1.882, -4.460], [2.246, 2.633, -3.192], [-0.397, 3.458, -3.035], [-0.386, 1.584, -4.949], [-1.673, 2.760, -4.834], [-2.144, 0.136, -3.492], [-2.169, 0.237, -5.214], [-3.264, 1.256, -4.274], [0.981, -1.262, -1.400], [2.100, 2.113, -1.091], [2.131, 3.798, 0.191], [0.675, 4.336, 1.010], [1.817, 3.360, 2.645], [0.413, 1.884, 3.540], [-0.618, 2.688, 2.373], [-0.049, 1.058, 2.047], [3.024, 1.582, 2.422], [-1.043, 6.656, 1.667], [0.524, 6.207, 2.370], [-1.440, 8.348, 1.925], [-1.018, 6.454, 0.602], [-1.771, 5.983, 2.103], [4.270, -2.283, 2.998], [3.887, -1.995, 4.867], [2.784, -0.978, 4.994], [3.383, 0.834, 4.670], [4.798, -1.677, 5.361], [3.569, -2.956, 5.268], [2.368, -0.950, 6.023], [1.996, -1.170, 4.285], [0.531, -0.578, 4.479], [-1.563, 4.881, 4.957], [-2.550, 5.846, 6.037], [-2.558, 4.126, 3.665], [-0.825, 5.511, 4.472], [-1.082, 4.092, 5.521], [-3.461, -4.016, 3.625], [-2.303, -2.626, 3.735], [-4.256, -4.174, 5.192], [-4.647, -3.655, 2.393], [-2.604, -5.479, 3.265], [-4.059, -9.129, 5.633], [-4.138, -9.356, 3.979], [-4.648, -7.763, 3.961], [-3.353, -10.287, 2.847], [-2.601, -8.663, 3.989], [-5.422, -9.435, 2.918], [-4.725, -10.820, 4.523], [-2.353, 0.615, 3.772], [-0.570, 1.007, -9.004], [0.707, 1.091, -7.980], [2.076, 1.323, -7.091], [0.292, -4.948, -5.423], [1.178, -3.625, -4.966], [1.929, -3.817, -6.444], [0.960, -2.241, -4.024], [0.039, -2.772, -5.860], [2.787, -3.420, -4.539], [1.087, -4.427, -3.518], [-3.844, 2.396, 4.747]]}


Record 4
{"formula": "C17H30BeCl7F3Li2N2NaO7", "method": "ωB97M-V/def2-TZVPD", "charge": 1, "lumo_energy_ev": -4.432, "multiplicity": 1, "de_lowest_kcal_mol": 0.0, "species": ["O", "C", "N", "C", "C", "C", "C", "C", "C", "F", "F", "F", "H", "H", "H", "H", "H", "H", "H", "H", "H", "H", "Li", "N", "O", "O", "O", "O", "C", "C", "O", "H", "H", "H", "H", "C", "Cl", "Cl", "Cl", "Cl", "C", "C", "C", "C", "C", "C", "H", "H", "H", "H", "H", "H", "H", "H", "H", "H", "H", "H", "H", "H", "Be", "C", "Cl", "Cl", "Cl", "H", "Na", "O", "H", "Li"], "coordinates": [[-0.754, -1.984, -3.518], [-0.655, -0.852, -3.161], [-1.433, 0.227, -3.745], [-0.716, 1.456, -3.445], [0.661, 0.992, -2.968], [0.244, -0.216, -2.124], [1.467, -0.997, -1.677], [2.244, -0.183, -0.669], [3.662, -0.630, -0.406], [4.012, -1.750, -1.016], [3.826, -0.815, 0.916], [4.553, 0.287, -0.769], [-2.303, 0.312, -3.238], [-0.548, 2.104, -4.297], [-1.112, 2.020, -2.619], [1.128, 1.806, -2.462], [1.222, 0.538, -3.759], [-0.400, -0.001, -1.285], [1.118, -1.875, -1.166], [2.045, -1.347, -2.510], [1.738, -0.266, 0.268], [2.286, 0.859, -0.902], [-1.391, 2.236, -5.925], [-1.723, 3.698, -0.803], [-1.254, 2.590, -0.394], [-2.093, 4.541, 0.008], [-1.801, 3.910, -2.033], [3.627, 2.509, 1.269], [4.492, 2.178, 2.054], [5.006, 3.789, 2.994], [5.860, 3.388, 3.744], [5.459, 1.824, 1.655], [4.222, 1.486, 2.866], [4.010, 4.092, 3.373], [5.260, 4.418, 2.119], [0.974, 1.626, 4.909], [1.808, 2.061, 6.390], [0.542, -0.066, 4.932], [-0.566, 2.609, 4.731], [1.926, 2.005, 3.505], [-2.623, -3.659, 0.103], [-3.525, -3.065, -0.972], [-2.861, -1.911, -1.745], [-2.512, -0.710, -0.877], [-3.684, -0.097, -0.128], [-4.765, 0.495, -1.020], [-2.378, -2.924, 0.869], [-3.133, -4.496, 0.581], [-1.684, -4.032, -0.326], [-4.468, -2.746, -0.536], [-3.786, -3.850, -1.662], [-3.521, -1.596, -2.569], [-1.930, -2.272, -2.223], [-2.055, 0.069, -1.496], [-1.743, -1.005, -0.154], [-3.260, 0.716, 0.515], [-4.125, -0.825, 0.557], [-4.349, 1.261, -1.677], [-5.547, 0.958, -0.421], [-5.237, -0.273, -1.634], [-2.187, 0.994, 1.837], [5.802, -1.901, 3.777], [5.228, -3.522, 4.144], [6.451, -1.850, 2.136], [4.488, -0.721, 3.958], [6.577, -1.649, 4.484], [-3.193, -4.265, -3.057], [-5.395, -5.171, 0.491], [-4.846, -4.509, 0.935], [-2.378, 3.974, 5.267]]}